Record 1
C30H63BF3O12 | ωB97M-V/def2-TZVPD

Atoms and positions in Å:
C1 0.2600 1.1417 -4.3894
C2 0.4516 2.4316 -4.0194
C3 0.7512 2.7234 -2.5837
O1 -0.0619 3.3326 -1.9438
O2 1.8892 2.1962 -2.0799
C4 2.7778 3.1514 -1.4549
C5 4.1826 2.9561 -1.9803
C6 4.7405 1.5287 -1.8736
C7 4.4909 0.8069 -0.5401
C8 5.6818 0.8726 0.4526
C9 5.2765 1.0769 1.9309
B1 6.1939 0.2082 2.9978
C10 6.2970 0.9888 4.4673
C11 5.5561 -1.2873 3.2694
O3 6.1615 -2.3415 2.4219
C12 5.7627 -3.5662 2.6585
F1 6.2772 -4.3964 1.7265
F2 6.1651 -4.0605 3.8632
F3 4.4168 -3.7452 2.6342
H1 -0.6393 0.8805 -4.9433
H2 0.9754 0.3560 -4.1617
H3 0.4570 3.2828 -4.6937
H4 2.7352 3.0343 -0.3708
H5 2.4332 4.1694 -1.6551
H6 4.8381 3.7004 -1.5192
H7 4.1565 3.2163 -3.0468
H8 4.3961 0.9375 -2.7251
H9 5.8262 1.6051 -1.9946
H10 3.5857 1.1409 -0.0331
H11 4.3215 -0.2486 -0.7748
H12 6.2439 -0.0596 0.3595
H13 6.3433 1.6906 0.1495
H14 4.2032 0.8906 2.0695
H15 5.4618 2.1331 2.1676
H16 7.3367 0.0861 2.5567
H17 5.9600 2.0315 4.4333
H18 7.3310 0.9918 4.8309
H19 5.7152 0.4879 5.2550
H20 5.7268 -1.5837 4.3084
H21 4.4742 -1.2734 3.1011
C13 -7.3890 -1.9910 -6.9376
O4 -6.1263 -2.5190 -6.6100
C14 -5.1702 -2.2786 -7.6274
C15 -3.7747 -2.5667 -7.1220
O5 -3.2080 -1.5074 -6.3671
C16 -3.6876 -1.3499 -5.0379
C17 -3.1493 -2.3795 -4.0723
O6 -3.8897 -3.5836 -4.1798
C18 -3.2444 -4.6589 -3.5369
H22 -7.7725 -2.4289 -7.8672
H23 -8.0709 -2.2344 -6.1245
H24 -7.3392 -0.9005 -7.0403
H25 -5.2267 -1.2340 -7.9594
H26 -5.3901 -2.9366 -8.4806
H27 -3.1222 -2.6744 -7.9911
H28 -3.7527 -3.5071 -6.5674
H29 -4.7789 -1.3233 -5.0156
H30 -3.3232 -0.3713 -4.7192
H31 -3.2421 -1.9961 -3.0469
H32 -2.0903 -2.5671 -4.2881
H33 -2.2798 -4.8782 -4.0093
H34 -3.8867 -5.5326 -3.6305
H35 -3.0844 -4.4485 -2.4732
C19 8.9196 4.3613 11.2399
O7 9.0037 4.3748 9.8375
C20 8.9751 3.0632 9.2946
C21 8.7521 3.0994 7.7995
O8 7.3966 3.2515 7.4261
C22 6.8336 4.5435 7.5489
C23 7.2699 5.4976 6.4603
O9 8.5403 6.0579 6.7584
C24 9.1051 6.6914 5.6366
H36 9.7486 3.7951 11.6835
H37 8.9741 5.3926 11.5852
H38 7.9691 3.9278 11.5745
H39 8.1724 2.4814 9.7646
H40 9.9388 2.5769 9.5047
H41 9.0435 2.1266 7.3984
H42 9.3845 3.8563 7.3293
H43 7.0138 4.9693 8.5398
H44 5.7580 4.3917 7.4389
H45 6.5380 6.3145 6.3788
H46 7.3097 4.9574 5.5071
H47 9.2909 5.9730 4.8299
H48 10.0544 7.1265 5.9451
H49 8.4539 7.4912 5.2616
C25 -8.0178 -3.8459 -2.7120
O10 -9.3864 -3.7181 -2.3912
C26 -9.6480 -2.5301 -1.6681
C27 -11.1345 -2.2611 -1.6111
O11 -11.6494 -1.6438 -2.7825
C28 -11.8243 -2.4828 -3.9130
C29 -13.0405 -3.3776 -3.8275
O12 -12.7625 -4.5282 -3.0501
C30 -13.9352 -5.2208 -2.6959
H50 -7.4004 -3.8594 -1.8066
H51 -7.8853 -4.7864 -3.2423
H52 -7.6965 -3.0264 -3.3648
H53 -9.1436 -1.6799 -2.1449
H54 -9.2617 -2.6443 -0.6452
H55 -11.3108 -1.5398 -0.8107
H56 -11.6846 -3.1727 -1.3684
H57 -10.9252 -3.0692 -4.1153
H58 -11.9769 -1.7991 -4.7509
H59 -13.3249 -3.6971 -4.8406
H60 -13.8730 -2.8162 -3.3845
H61 -14.5827 -4.6015 -2.0635
H62 -13.6398 -6.1053 -2.1352
H63 -14.4954 -5.5353 -3.5850

Values from the calculation:
**2S+1**: 1
**Total charge**: -1
**Relative energy (zero: lowest compared OMol25 entry of this formula, charge and spin)**: 0.00 kcal/mol

=====

Record 2
C3HO6 | ωB97M-V/def2-TZVPD

Atoms and positions in Å:
C1 0.8227 -0.9868 -0.0607
C2 0.1401 0.3267 -0.0181
C3 -1.2491 0.4559 0.1473
O1 0.4859 -2.1331 -0.0867
O2 2.1574 -0.7256 -0.0932
O3 -0.9541 0.4003 1.3992
O4 -2.3671 -0.1098 -0.4192
O5 -2.1475 1.2748 -0.5027
O6 0.8990 1.3069 -0.0292
H1 2.2127 0.1907 -0.3369

Values from the calculation:
**2S+1**: 1
**Total charge**: -1
**Relative energy (zero: lowest compared OMol25 entry of this formula, charge and spin)**: 131.30 kcal/mol

=====

Number 1: electronic energy -65524.691 eV, HOMO-LUMO gap 6.8238 eV, E_HOMO -5.07 eV. Number 2: electronic energy -15409.562 eV, HOMO-LUMO gap 9.2006 eV, E_HOMO -5.23 eV.